(1)
Entry from OMol25: C22H21N3O5 in the gas phase in a non-equilibrium geometry (the ωB97M-V functional and the def2-TZVPD basis).

Positions of all 51 atoms, in Å:
C1 5.87758 2.35432 0.86966
O1 5.04074 1.32250 0.41171
C2 5.55542 0.05851 0.28048
C3 6.85248 -0.28150 0.64107
C4 7.29870 -1.58868 0.54304
C5 6.45136 -2.57585 0.07871
C6 5.16669 -2.24165 -0.30612
C7 4.69523 -0.93576 -0.22873
N1 3.37539 -0.70719 -0.66284
C8 3.03727 0.52702 -1.34698
C9 2.07622 1.38577 -0.53290
N2 0.83455 0.65697 -0.33886
C10 -0.31791 1.35328 -0.36062
O2 -0.33591 2.57358 -0.45080
C11 -1.60511 0.61923 -0.27293
C12 -2.85073 1.27431 -0.10981
C13 -3.77173 0.25590 -0.12110
C14 -5.21509 0.23916 -0.00010
C15 -5.91985 1.43023 0.16018
C16 -7.30443 1.44700 0.27660
C17 -7.95463 0.23637 0.22726
C18 -7.25346 -0.96333 0.06662
C19 -5.88939 -0.99306 -0.04926
O3 -8.13974 -2.00496 0.05131
C20 -9.41916 -1.43004 0.20563
O4 -9.29084 -0.02750 0.31555
O5 -3.11265 -0.91004 -0.28262
N3 -1.78765 -0.67793 -0.37597
C21 0.96183 -0.78230 -0.25607
C22 2.34575 -1.15515 0.26095
H1 6.73809 2.50055 0.20885
H2 6.22925 2.16721 1.88958
H3 5.26211 3.25307 0.86167
H4 7.52445 0.47006 1.02486
H5 8.30932 -1.82700 0.83824
H6 6.79042 -3.59779 0.00517
H7 4.50038 -2.99841 -0.69085
H8 3.94084 1.08943 -1.57409
H9 2.55571 0.26481 -2.29950
H10 1.84004 2.31867 -1.04954
H11 2.52883 1.63386 0.43308
H12 -2.99378 2.32755 -0.00669
H13 -5.38117 2.36271 0.19390
H14 -7.85036 2.36680 0.39989
H15 -5.34997 -1.91617 -0.17374
H16 -10.04288 -1.67513 -0.66871
H17 -9.89647 -1.82828 1.11510
H18 0.80116 -1.23485 -1.24133
H19 0.19868 -1.17817 0.41535
H20 2.48408 -0.71616 1.26328
H21 2.41032 -2.24195 0.36246

Values from the calculation:
- LUMO energy (eV) = 0.489
- relative energy (zero: lowest compared OMol25 entry of this formula, charge and spin) (kJ/mol) = 535.3
- total energy (a.u.) = -1391.34182
- SMILES string = COc1ccccc1N1CCN(C(=O)c2cc(-c3ccc4c(c3)OCO4)on2)CC1
- spin multiplicity = 1



(2)
Entry from OMol25: 9 unconnected molecules or ions with the total composition C79H168F6N7O6S2 in a non-equilibrium geometry (the ωB97M-V functional and the def2-TZVPD basis).

Positions of all 268 atoms, in Å:
C1 -4.73222 -1.36965 2.43686
C2 -5.52502 -0.11288 2.81673
C3 -6.96010 -0.20338 2.35329
C4 -7.78665 1.07336 2.84524
N1 -9.22528 1.16545 2.38189
C5 -9.99674 -0.12120 2.49976
C6 -10.14145 -0.28739 3.98651
C7 -10.45123 1.14497 4.53888
C8 -10.01366 2.13037 3.34524
C9 -9.28102 1.66006 0.97624
C10 -9.12434 3.16698 0.78015
C11 -9.44801 3.56966 -0.64235
H1 -5.16638 -2.30283 2.78878
H2 -3.68176 -1.34629 2.78530
H3 -4.60506 -1.40940 1.34255
H4 -5.00532 0.79516 2.40292
H5 -5.53190 0.01383 3.88188
H6 -7.45874 -1.16531 2.69376
H7 -6.97354 -0.21750 1.22776
H8 -7.26676 1.98212 2.54862
H9 -7.82271 1.07931 3.92395
H10 -10.94156 0.03107 1.96280
H11 -9.46046 -0.93506 1.98174
H12 -10.85258 -1.02650 4.32148
H13 -9.17980 -0.54929 4.43210
H14 -11.51699 1.27652 4.68934
H15 -9.90833 1.37922 5.46262
H16 -10.89878 2.42167 2.80625
H17 -9.38647 2.92026 3.73204
H18 -10.10288 1.18996 0.40791
H19 -8.42914 1.23391 0.44576
H20 -8.06842 3.48434 0.98545
H21 -9.79501 3.70821 1.44446
H22 -10.49612 3.54606 -0.82265
H23 -8.94691 3.01959 -1.48806
H24 -9.23815 4.65580 -0.71175
C12 -0.29325 9.38698 1.67693
C13 -0.69940 9.05632 3.16858
C14 -0.46005 7.65225 3.64278
C15 0.96724 7.48741 4.01616
N2 1.53086 6.06071 3.88136
C16 3.05448 6.24533 3.98256
C17 3.59714 4.97091 3.32742
C18 2.69384 4.65309 2.11213
C19 1.36374 5.46541 2.45750
C20 0.97191 5.14238 4.96062
C21 1.22790 5.55203 6.29766
C22 0.70643 4.55428 7.27496
H25 0.78444 9.30296 1.49350
H26 -0.55540 10.45162 1.47153
H27 -0.84435 8.84006 0.93341
H28 -1.70999 9.41602 3.39832
H29 -0.11518 9.73955 3.74341
H30 -0.60365 6.91474 2.85559
H31 -1.04254 7.41434 4.55933
H32 1.14978 7.86882 5.00256
H33 1.61576 8.09664 3.40521
H34 3.35527 6.60294 4.95709
H35 3.27759 7.07823 3.31341
H36 3.74549 4.19682 4.09967
H37 4.64531 5.24957 3.01241
H38 2.51075 3.57278 1.91867
H39 3.17697 4.90634 1.15910
H40 0.41887 4.89022 2.46903
H41 1.30006 6.37786 1.89980
H42 1.42458 4.15485 4.76869
H43 -0.09857 5.15561 4.83190
H44 0.84999 6.54732 6.47069
H45 2.31357 5.60440 6.54672
H46 1.26513 3.61335 7.23716
H47 -0.37363 4.33180 7.11102
H48 0.82659 4.94706 8.26071
C23 8.74747 -6.44374 -3.38904
C24 8.04706 -7.78365 -3.10729
C25 6.55607 -7.86507 -3.24087
C26 6.11153 -7.05063 -4.43373
N3 4.60418 -6.94291 -4.60610
C27 4.35995 -6.31955 -5.95458
C28 3.97721 -7.50226 -6.83998
C29 3.22191 -8.37959 -5.91262
C30 4.12437 -8.40664 -4.66994
C31 3.93635 -6.17420 -3.51375
C32 2.42156 -6.00827 -3.61440
C33 1.86117 -5.26700 -2.33553
H49 8.31331 -5.72357 -2.71319
H50 8.52124 -6.03143 -4.37594
H51 9.78627 -6.51688 -3.17985
H52 8.28371 -8.08218 -2.07843
H53 8.49624 -8.61123 -3.69344
H54 6.17298 -7.28864 -2.37272
H55 6.12235 -8.86260 -3.21938
H56 6.39242 -7.53506 -5.33515
H57 6.53180 -6.04720 -4.49295
H58 3.47700 -5.69819 -5.82792
H59 5.18836 -5.62810 -6.11191
H60 3.50156 -7.21273 -7.79003
H61 4.89898 -8.01299 -7.13351
H62 2.30213 -7.80847 -5.66298
H63 3.11177 -9.39814 -6.32252
H64 3.57101 -8.60369 -3.74714
H65 4.90385 -9.14748 -4.84291
H66 4.33001 -5.15388 -3.41414
H67 4.22251 -6.69092 -2.60614
H68 1.96399 -7.03451 -3.70370
H69 2.03178 -5.48101 -4.49925
H70 2.26454 -4.32568 -1.98114
H71 1.94608 -5.88547 -1.43769
H72 0.78828 -5.05799 -2.41880
C34 -2.60371 -10.48821 2.33070
C35 -3.01335 -9.06062 2.63651
C36 -2.84798 -8.08175 1.47487
C37 -3.13259 -6.65790 2.03859
N4 -2.88506 -5.40220 1.19773
C38 -1.63043 -5.55975 0.32214
C39 -0.51530 -5.51627 1.32690
C40 -0.97315 -4.48735 2.33309
C41 -2.43229 -4.23932 1.98845
C42 -4.09370 -5.02132 0.42922
C43 -4.44420 -6.04898 -0.64524
C44 -5.76548 -5.63624 -1.27903
H73 -1.56606 -10.49382 1.90045
H74 -3.25747 -10.87001 1.60894
H75 -2.58950 -11.08481 3.24434
H76 -2.43188 -8.54664 3.43150
H77 -4.04066 -9.14191 2.97232
H78 -3.57018 -8.33525 0.69929
H79 -1.80467 -8.14190 1.02990
H80 -2.48883 -6.51091 2.89363
H81 -4.16012 -6.73607 2.32824
H82 -1.62911 -4.65956 -0.29304
H83 -1.69407 -6.42153 -0.30601
H84 0.46671 -5.37741 0.88357
H85 -0.49323 -6.52497 1.81598
H86 -0.40941 -3.55155 2.32017
H87 -0.84602 -4.90538 3.33727
H88 -2.58213 -3.37441 1.38816
H89 -3.20515 -4.13917 2.78031
H90 -3.90539 -4.06913 -0.08465
H91 -4.96721 -4.93148 1.09431
H92 -4.55042 -7.08279 -0.29206
H93 -3.70147 -6.11689 -1.40558
H94 -6.55534 -5.63259 -0.51754
H95 -6.06088 -6.31654 -2.05062
H96 -5.74607 -4.63834 -1.69310
C45 -0.17396 4.50511 -3.44581
C46 -1.20397 3.84370 -4.33051
C47 -2.64952 4.25271 -3.89658
C48 -3.05154 3.73087 -2.53637
N5 -4.16192 4.50167 -1.85920
C49 -4.44852 3.86085 -0.48529
C50 -3.32704 4.28805 0.40386
C51 -2.67660 5.56239 -0.29957
C52 -3.67606 5.89042 -1.43009
C53 -5.38454 4.61960 -2.78775
C54 -6.10465 3.32953 -2.97837
C55 -7.44134 3.61961 -3.71844
H97 -0.64514 5.46142 -3.14529
H98 0.81806 4.64120 -3.90429
H99 -0.10163 3.90225 -2.55358
H100 -1.08372 2.76239 -4.35282
H101 -1.10483 4.23568 -5.37679
H102 -3.32305 4.05687 -4.74637
H103 -2.65652 5.34980 -3.78865
H104 -2.19420 3.70022 -1.91673
H105 -3.36151 2.67601 -2.68967
H106 -5.44677 4.23092 -0.18490
H107 -4.50263 2.74771 -0.65762
H108 -3.69227 4.64878 1.34609
H109 -2.56650 3.48176 0.43561
H110 -2.59514 6.43522 0.34728
H111 -1.68073 5.37983 -0.74425
H112 -4.52483 6.38018 -0.98356
H113 -3.37570 6.46396 -2.31387
H114 -5.10883 5.15021 -3.70524
H115 -6.09506 5.25464 -2.28029
H116 -6.33411 2.83130 -2.03979
H117 -5.46050 2.70678 -3.63334
H118 -8.11799 2.81780 -3.66820
H119 -7.35205 3.86890 -4.71010
H120 -7.86389 4.45995 -3.17906
C56 3.06495 6.19800 -1.64960
C57 3.35492 5.29097 -2.93858
C58 3.51308 3.83954 -2.59056
C59 4.23851 3.20607 -3.77883
N6 4.40557 1.75830 -3.74171
C60 5.27348 1.34727 -2.61675
C61 6.72834 1.88286 -2.93231
C62 6.78223 1.93194 -4.51215
C63 5.33759 1.56236 -4.92598
C64 3.09782 1.00454 -3.86101
C65 2.03366 1.43529 -4.78461
C66 0.82159 0.46249 -4.78692
H121 2.20582 5.84971 -1.12759
H122 2.93898 7.22170 -1.97749
H123 3.95804 6.19255 -0.99451
H124 4.32484 5.63067 -3.33840
H125 2.68624 5.35794 -3.74391
H126 2.56967 3.33754 -2.49017
H127 4.06506 3.73521 -1.66055
H128 5.24410 3.66150 -3.89982
H129 3.77433 3.47438 -4.70058
H130 5.22360 0.24950 -2.56242
H131 4.87127 1.69406 -1.64790
H132 7.53735 1.28305 -2.51321
H133 6.85922 2.90535 -2.54612
H134 7.50086 1.33606 -5.05773
H135 7.05199 2.94198 -4.91537
H136 5.32225 0.54745 -5.15642
H137 4.98790 1.97548 -5.82228
H138 2.67808 0.98371 -2.83443
H139 3.44441 0.03626 -4.16261
H140 2.45442 1.55682 -5.78319
H141 1.62939 2.43339 -4.54756
H142 1.14850 -0.59496 -4.82148
H143 0.17460 0.69548 -5.63357
H144 0.35000 0.60211 -3.82233
C67 6.90388 -1.49118 -0.42924
C68 7.45826 -2.04164 0.92523
C69 6.41304 -2.06954 2.01962
C70 5.95918 -0.62364 2.20988
N7 4.95552 -0.51063 3.30661
C71 4.50624 0.87914 3.62235
C72 3.03646 0.75951 4.25704
C73 2.57545 -0.68220 3.88387
C74 3.68045 -1.19618 2.88429
C75 5.54950 -1.12154 4.59559
C76 6.97194 -0.62877 4.99396
C77 7.34655 -1.04529 6.45720
H145 5.96664 -2.04260 -0.64997
H146 7.69169 -1.67903 -1.15416
H147 6.69662 -0.43092 -0.44979
H148 8.26301 -1.44190 1.32026
H149 7.73677 -3.07602 0.71018
H150 6.89082 -2.43552 2.95988
H151 5.64072 -2.82801 1.80782
H152 5.47609 -0.29743 1.31992
H153 6.89634 -0.03500 2.33626
H154 5.19957 1.39320 4.25222
H155 4.47198 1.37805 2.65163
H156 3.04842 0.93425 5.33901
H157 2.42936 1.51791 3.76903
H158 2.55403 -1.28494 4.76303
H159 1.61855 -0.77854 3.36938
H160 3.68701 -2.29683 2.84651
H161 3.52915 -0.78490 1.87396
H162 5.58912 -2.17582 4.36831
H163 4.88285 -1.01358 5.48539
H164 7.07069 0.48721 4.83340
H165 7.66687 -1.14723 4.35919
H166 8.42714 -1.05682 6.59559
H167 6.92460 -2.02605 6.66960
H168 6.99654 -0.36114 7.22176
C78 0.80311 -0.33086 0.20633
F1 1.19001 -1.33243 1.01445
F2 0.95347 -0.83632 -1.06349
F3 -0.44530 -0.08111 0.47853
S1 1.97056 1.18045 0.35557
O1 3.33728 0.69022 0.05447
O2 1.51667 2.19415 -0.54357
O3 1.75382 1.56830 1.69485
C79 -3.15230 -0.52582 -2.82160
F4 -1.86882 -0.95840 -2.51728
F5 -2.93333 0.63100 -3.51170
F6 -3.64836 -1.41447 -3.72907
S2 -4.08420 -0.37571 -1.29867
O4 -5.45090 -0.06616 -1.61091
O5 -3.86447 -1.68966 -0.70597
O6 -3.29513 0.60789 -0.58065

Values from the calculation:
- LUMO energy (eV) = -7.784
- relative energy (zero: lowest compared OMol25 entry of this formula, charge and spin) (kJ/mol) = 0.0
- total energy (a.u.) = -5339.52527
- net charge = +5
- spin multiplicity = 1



(3)
Entry from OMol25: C6H5N in the gas phase (the ωB97M-V functional and the def2-TZVPD basis).

Positions of all 12 atoms, in Å:
C1 1.76122 2.52094 -0.47241
C2 0.96825 1.63736 -0.70709
C3 -0.03580 0.65483 -0.75739
N1 0.21955 -0.65076 -0.90709
C4 -0.48580 -1.62782 -0.31428
C5 -1.13350 -1.34776 0.90152
C6 -1.54324 -1.03423 1.99550
H1 2.42910 3.30281 -0.19986
H2 -1.02285 0.90091 -0.40142
H3 1.02482 -0.92004 -1.46839
H4 -0.37683 -2.63291 -0.67250
H5 -1.80492 -0.80334 3.00340

Values from the calculation:
- LUMO energy (spin up / spin down) (eV) = 0.093 / 0.122
- relative energy (zero: lowest compared OMol25 entry of this formula, charge and spin) (kJ/mol) = 435.5
- total energy (a.u.) = -286.17729
- spin multiplicity = 1